No. 1
# C38H39ErN9O2S3

A structure of composition C38H39ErN9O2S3 (ωB97M-V/def2-TZVPD, the OMol25 dataset).

Output
gap between HOMO and LUMO (spin up / spin down) = 7.3 / 7.3 eV
net charge = +1
expectation value of S² = 3.7523
2S+1 = 4
HOMO energy (spin up / spin down) = -10.068 / -10.069 eV
LUMO energy (spin up / spin down) = -0.1035 / -0.1033 Eh

Cartesian coordinates (Å):
Er (-0.62, -1.70, 0.55)
C (2.14, -3.15, 4.01)
C (1.13, -2.28, 3.30)
N (1.10, -2.22, 1.96)
N (2.35, -2.78, 1.38)
C (2.26, -3.08, 0.10)
S (0.88, -3.23, -1.01)
S (3.81, -3.21, -0.79)
C (4.95, -3.45, 0.58)
C (5.70, -2.15, 0.96)
C (6.09, -2.09, 2.27)
C (6.83, -1.00, 2.78)
C (7.42, -0.16, 1.89)
C (7.15, -0.23, 0.53)
C (6.25, -1.15, 0.03)
C (0.12, -1.67, 4.15)
C (0.51, -1.24, 5.46)
C (-0.43, -0.65, 6.28)
C (-1.80, -0.49, 5.84)
C (-2.16, -0.83, 4.56)
C (-1.23, -1.43, 3.69)
O (-1.54, -1.68, 2.43)
H (2.39, -4.00, 3.35)
H (1.73, -3.62, 4.92)
H (3.01, -2.54, 4.17)
H (5.72, -4.16, 0.30)
H (4.41, -3.95, 1.41)
H (5.67, -2.85, 2.90)
H (7.08, -0.86, 3.82)
H (8.19, 0.47, 2.24)
H (7.56, 0.45, -0.16)
H (6.02, -1.26, -1.06)
H (1.46, -1.39, 5.85)
H (-0.03, -0.30, 7.23)
H (-2.52, -0.04, 6.53)
H (-3.16, -0.67, 4.25)
C (-7.92, -1.77, -2.77)
C (-6.57, -1.63, -3.43)
C (-5.43, -2.29, -2.60)
N (-5.40, -1.85, -1.14)
C (-4.24, -1.67, -0.46)
S (-2.69, -2.38, -0.83)
N (-4.32, -0.85, 0.63)
C (-5.25, 0.22, 0.91)
O (-5.54, 0.44, 2.05)
C (-5.69, 0.98, -0.30)
C (-4.91, 1.33, -1.40)
C (-5.46, 2.10, -2.43)
C (-6.79, 2.51, -2.35)
C (-7.60, 2.03, -1.28)
C (-6.98, 1.41, -0.24)
H (-8.68, -1.32, -3.40)
H (-7.96, -1.33, -1.74)
H (-8.20, -2.75, -2.59)
H (-6.32, -0.56, -3.57)
H (-6.55, -1.96, -4.48)
H (-4.46, -2.05, -3.00)
H (-5.41, -3.35, -2.59)
H (-6.23, -1.36, -0.85)
H (-3.69, -1.04, 1.40)
H (-3.87, 1.12, -1.42)
H (-4.85, 2.39, -3.26)
H (-7.22, 3.17, -3.09)
H (-8.65, 2.29, -1.17)
H (-7.58, 1.08, 0.63)
C (2.22, 0.70, 0.81)
C (1.04, 1.06, -0.09)
N (-0.05, 0.31, -0.18)
C (-0.94, 1.05, -1.04)
C (-0.29, 2.10, -1.54)
N (1.01, 2.14, -0.91)
C (1.94, 3.25, -1.12)
N (3.00, 2.81, -2.05)
N (3.37, 1.44, -2.13)
N (4.39, 1.34, -2.95)
C (4.75, 2.58, -3.40)
C (5.93, 3.00, -4.08)
C (6.09, 4.36, -4.32)
C (5.07, 5.29, -4.07)
C (3.90, 4.84, -3.42)
C (3.80, 3.53, -2.92)
H (3.14, 0.44, 0.25)
H (1.88, -0.15, 1.48)
H (2.54, 1.52, 1.50)
H (-1.91, 0.60, -1.23)
H (-0.57, 2.76, -2.32)
H (2.31, 3.66, -0.10)
H (1.46, 4.13, -1.58)
H (6.68, 2.23, -4.24)
H (7.04, 4.78, -4.75)
H (5.17, 6.37, -4.22)
H (3.03, 5.50, -3.29)

No. 2
# C38H39N2Si

A cluster of 2 separate species, C38H39N2Si in total (ωB97M-V/def2-TZVPD, the OMol25 dataset).

Output
gap between HOMO and LUMO = 4.6 eV
net charge = +1
HOMO energy = -9.357 eV
LUMO energy = -0.1753 Eh

Cartesian coordinates (Å):
C (2.17, -2.35, 0.94)
C (1.72, -3.37, 0.10)
C (0.82, -3.10, -0.93)
C (0.34, -1.79, -1.13)
Si (-1.06, -1.28, -2.25)
C (-0.89, 0.49, -2.79)
C (-0.24, 0.79, -4.00)
C (-0.07, 2.12, -4.39)
C (-0.57, 3.17, -3.61)
C (-1.24, 2.88, -2.42)
C (-1.40, 1.55, -2.02)
C (-0.98, -2.48, -3.65)
C (0.24, -2.64, -4.31)
C (0.35, -3.55, -5.37)
C (-0.76, -4.31, -5.74)
C (-1.97, -4.16, -5.07)
C (-2.09, -3.25, -4.01)
C (-2.75, -1.34, -1.39)
C (-3.97, -0.80, -2.19)
C (-4.84, -0.05, -1.16)
C (-4.00, 0.12, 0.12)
N (-2.75, -0.60, -0.14)
C (-1.90, -0.92, 0.87)
C (-1.48, -0.04, 1.84)
C (-0.93, -0.50, 3.09)
C (-1.04, 0.32, 4.25)
C (-0.66, -0.16, 5.50)
C (-0.08, -1.43, 5.62)
C (0.04, -2.25, 4.50)
C (-0.43, -1.81, 3.26)
C (0.93, -0.75, -0.38)
C (1.78, -1.04, 0.67)
H (2.82, -2.55, 1.79)
H (2.07, -4.39, 0.27)
H (0.48, -3.90, -1.59)
H (0.13, -0.02, -4.62)
H (0.46, 2.34, -5.32)
H (-0.44, 4.21, -3.93)
H (-1.65, 3.67, -1.80)
H (-1.93, 1.34, -1.08)
H (1.12, -2.06, -3.99)
H (1.30, -3.66, -5.88)
H (-0.67, -5.03, -6.57)
H (-2.84, -4.75, -5.36)
H (-3.03, -3.16, -3.46)
H (-2.93, -2.42, -1.21)
H (-3.66, -0.11, -2.98)
H (-4.49, -1.64, -2.67)
H (-5.14, 0.93, -1.54)
H (-5.75, -0.60, -0.87)
H (-3.79, 1.17, 0.36)
H (-4.49, -0.29, 1.01)
H (-1.49, -1.94, 0.85)
H (-1.68, 1.03, 1.72)
H (-1.49, 1.31, 4.13)
H (-0.83, 0.45, 6.38)
H (0.24, -1.79, 6.59)
H (0.48, -3.24, 4.59)
H (-0.41, -2.49, 2.41)
H (0.68, 0.28, -0.61)
H (2.11, -0.22, 1.31)
C (3.33, 2.46, 0.20)
N (2.62, 2.39, 1.50)
C (3.20, 3.06, 2.61)
C (2.88, 2.71, 3.93)
C (3.59, 3.31, 4.99)
C (4.48, 4.35, 4.73)
C (4.67, 4.82, 3.42)
C (4.04, 4.16, 2.36)
C (1.42, 1.83, 1.54)
H (4.39, 2.70, 0.38)
H (3.24, 1.50, -0.35)
H (2.93, 3.24, -0.45)
H (2.09, 2.00, 4.15)
H (3.43, 2.97, 6.02)
H (5.03, 4.83, 5.55)
H (5.28, 5.71, 3.21)
H (4.17, 4.52, 1.33)
H (0.95, 1.60, 2.49)
H (0.81, 1.91, 0.64)

No. 3
# C38H40HoN7O3P2

A structure of composition C38H40HoN7O3P2 (ωB97M-V/def2-TZVPD, the OMol25 dataset).

Output
gap between HOMO and LUMO (spin up / spin down) = 8.1 / 8.1 eV
net charge = +2
expectation value of S² = 6.0038
2S+1 = 5
HOMO energy (spin up / spin down) = -12.417 / -12.421 eV
energy above the lowest of the compared OMol25 structures with the same formula, charge and spin = 106.7 kJ/mol
LUMO energy (spin up / spin down) = -0.1596 / -0.1595 Eh

Cartesian coordinates (Å):
Ho (-1.00, -1.15, -0.77)
C (4.95, -0.85, -1.55)
N (3.77, -1.52, -1.05)
C (3.98, -2.71, -0.25)
C (2.52, -1.11, -1.35)
N (1.45, -1.48, -0.73)
N (2.44, -0.19, -2.39)
C (1.32, 0.36, -2.98)
N (1.57, 1.03, -4.13)
N (0.15, 0.29, -2.42)
H (5.21, -1.16, -2.57)
H (5.79, -1.10, -0.91)
H (4.83, 0.23, -1.51)
H (4.98, -3.09, -0.45)
H (3.26, -3.49, -0.52)
H (3.91, -2.51, 0.82)
H (1.67, -2.13, 0.03)
H (3.29, -0.09, -2.94)
H (2.46, 1.01, -4.59)
H (0.80, 1.41, -4.65)
H (-0.53, 0.79, -3.00)
O (-1.36, -3.08, -0.89)
C (-0.90, -3.62, -1.99)
C (-0.04, -4.74, -1.92)
C (0.42, -5.36, -3.05)
C (0.08, -4.88, -4.31)
C (-0.78, -3.81, -4.42)
C (-1.29, -3.16, -3.29)
C (-2.30, -2.12, -3.42)
N (-2.54, -1.13, -2.55)
C (-3.60, -0.42, -3.06)
C (-3.98, -0.96, -4.25)
N (-3.16, -2.02, -4.47)
H (0.20, -5.11, -0.93)
H (1.05, -6.24, -2.96)
H (0.45, -5.37, -5.20)
H (-1.05, -3.44, -5.40)
H (-4.02, 0.42, -2.53)
H (-4.75, -0.69, -4.94)
H (-3.22, -2.66, -5.24)
O (-2.18, 0.51, 0.15)
P (-1.33, 1.70, 0.48)
C (0.38, 1.15, 0.97)
P (0.11, -0.33, 2.06)
O (-0.68, -1.39, 1.38)
C (-0.69, 0.29, 3.55)
C (-1.93, -0.23, 3.91)
C (-2.56, 0.25, 5.04)
C (-1.95, 1.24, 5.81)
C (-0.71, 1.74, 5.46)
C (-0.07, 1.26, 4.33)
C (1.74, -0.98, 2.52)
C (1.69, -2.28, 3.03)
C (2.84, -2.86, 3.54)
C (4.03, -2.15, 3.53)
C (4.08, -0.87, 3.00)
C (2.93, -0.28, 2.50)
C (-1.19, 2.76, -0.99)
C (-2.41, 2.96, -1.63)
C (-2.51, 3.79, -2.73)
C (-1.37, 4.44, -3.19)
C (-0.15, 4.24, -2.56)
C (-0.05, 3.41, -1.46)
C (-1.97, 2.69, 1.84)
C (-1.29, 3.84, 2.24)
C (-1.80, 4.60, 3.28)
C (-2.98, 4.22, 3.91)
C (-3.66, 3.09, 3.49)
C (-3.16, 2.32, 2.45)
H (0.89, 1.95, 1.52)
H (0.96, 0.87, 0.09)
H (-2.37, -1.00, 3.30)
H (-3.52, -0.14, 5.33)
H (-2.45, 1.62, 6.68)
H (-0.23, 2.49, 6.07)
H (0.92, 1.62, 4.06)
H (0.75, -2.81, 3.02)
H (2.80, -3.86, 3.95)
H (4.92, -2.59, 3.95)
H (5.01, -0.32, 3.00)
H (2.97, 0.73, 2.10)
H (-3.29, 2.46, -1.25)
H (-3.46, 3.94, -3.21)
H (-1.44, 5.11, -4.03)
H (0.73, 4.75, -2.92)
H (0.90, 3.26, -0.97)
H (-0.38, 4.14, 1.74)
H (-1.27, 5.47, 3.61)
H (-3.37, 4.82, 4.71)
H (-4.57, 2.79, 3.99)
H (-3.67, 1.43, 2.11)

Number 1: E_tot -117667.8502 eV, molecular weight 917.3 g/mol. Number 2: E_tot -50889.2929 eV, molecular weight 551.8 g/mol. Number 3: E_tot -101000.7061 eV, molecular weight 869.7 g/mol.